Molecular formula: C17H33BrNO15PS2
Method: DFT, ωB97M-V/def2-TZVPD

ORCA input file:
```
! wB97M-V def2-TZVPD RIJCOSX def2/J DEFGRID3
* xyz -2 1
O 4.29954 1.81785 0.04136
C 3.08320 1.69188 0.20478
O 2.36680 1.73345 1.20682
S 2.13189 1.46066 -1.40810
O 1.87921 2.82739 -1.85366
O 0.92182 0.68545 -1.18581
N 3.14968 0.79111 -2.49120
S 2.99480 -0.75685 -2.80179
O 1.70883 -1.17329 -3.32809
O 4.10971 -1.18262 -3.63174
P 3.30071 -2.07632 -1.08305
O 2.67276 -1.33053 0.20403
Br 5.49478 -1.83459 -0.66146
H 1.96717 -1.85158 0.60433
O -1.22455 -2.49763 1.38874
C -1.38640 -1.30193 1.29935
O -0.49076 -0.48092 1.83684
C -0.52502 0.94529 1.61708
C -1.42352 1.63623 2.62529
C -2.62105 -0.73528 0.63277
H -0.80388 1.16053 0.58636
H 0.50287 1.28376 1.71374
H -2.46466 1.31059 2.54693
H -1.38818 2.71554 2.47311
H -1.08586 1.41514 3.63932
H -3.42699 -0.70482 1.36157
H -2.90956 -1.40282 -0.17468
H -2.48035 0.25576 0.20980
O 3.94262 8.06656 1.12357
C 3.85437 7.13509 0.35461
O 4.57605 6.03971 0.56262
C 4.41261 4.83353 -0.23407
C 5.23692 4.88725 -1.49812
C 2.98568 7.22751 -0.88289
H 3.35962 4.64472 -0.43623
H 4.75335 4.01170 0.38931
H 4.92912 5.70530 -2.15464
H 5.12690 3.94602 -2.03641
H 6.29084 5.03974 -1.25589
H 3.55639 7.71946 -1.66987
H 2.11969 7.83984 -0.64053
H 2.62712 6.26854 -1.24644
O -5.59585 -1.71418 0.62155
C -6.14001 -1.95183 1.66083
O -6.09476 -1.02060 2.63991
C -6.82304 -1.13160 3.86122
C -6.07255 -1.94439 4.89633
C -6.78894 -3.28982 1.93642
H -7.82709 -1.52028 3.67929
H -6.94143 -0.10661 4.21015
H -5.92490 -2.97371 4.56925
H -6.62076 -1.95805 5.83944
H -5.08747 -1.51179 5.06875
H -6.01734 -3.98402 2.26725
H -7.21154 -3.65408 1.00353
H -7.58615 -3.25897 2.67549
O 1.53987 -5.33978 -0.52072
C 1.14921 -4.90289 -1.56693
O 1.93935 -5.03003 -2.65564
C 1.53192 -4.65693 -3.97083
C 1.76652 -3.18162 -4.23446
C -0.15289 -4.14277 -1.68678
H 0.49631 -4.95306 -4.15471
H 2.15333 -5.25714 -4.63598
H 1.17182 -2.55220 -3.57383
H 1.50940 -2.93523 -5.26644
H 2.81111 -2.92389 -4.06183
H 0.02548 -3.09817 -1.43415
H -0.85565 -4.55657 -0.96808
H -0.61060 -4.20373 -2.67150
*
```

Output
HOMO-LUMO gap   5.55 eV
Molecular weight   666.5 g/mol
LUMO level   3.127 eV
HOMO level   -2.4 eV
Strongest force on any atom   0.086 hartree/bohr

Results of the Löwdin charge analysis, in e, for atoms 1 through 6: -0.060 -0.775 -0.049 0.560 -0.382 -0.374